Record 1
Below is 7 unconnected molecules or ions with the total composition C35H62BrF9O18SSi, with properties calculated with ωB97M-V/def2-TZVPD.

Structure (XYZ):
```
127
Properties=species:S:1:pos:R:3:forces:R:3
O -1.564838 4.774374 -0.359993 -0.034 -0.055 0.090
H -3.198601 6.275066 3.151125 0.015 -0.005 0.007
H 4.058421 1.334163 2.837590 0.001 0.005 0.009
O 3.433522 3.558503 -5.826149 0.019 0.123 0.012
H 2.973771 -2.324443 -0.511384 -0.032 -0.244 -0.081
C 4.224914 -0.349332 -1.386048 -0.178 -0.066 -0.010
O -2.501636 -3.339655 -6.452795 -0.116 -0.035 0.015
C -4.666458 -3.985803 -9.147088 -0.023 0.009 -0.036
H 2.313539 2.660488 4.979878 -0.018 -0.037 0.001
H -0.908397 5.767794 3.968729 -0.005 -0.002 0.014
H -1.023303 2.776962 1.591098 0.005 0.002 -0.002
C 4.448998 0.899483 -0.569151 -0.022 -0.013 0.015
C -4.737251 -4.121204 -6.262250 0.102 -0.163 -0.054
H 6.466881 7.148383 -3.322625 0.009 0.001 -0.003
H 1.816556 2.526920 -3.280989 -0.017 -0.008 0.007
H -5.561643 0.764297 8.575393 0.020 -0.021 -0.007
C -1.667989 4.986588 3.944008 0.051 0.001 -0.055
C 2.686917 -6.195603 -0.772880 -0.020 0.111 -0.996
H -6.516133 -0.687966 8.891127 0.007 -0.003 -0.002
H -5.008605 -4.955534 -8.785009 0.008 0.000 0.015
O 3.243980 -0.386982 -2.307777 0.065 -0.075 0.136
F -0.689993 0.475329 2.504586 -0.084 0.284 0.091
C -1.379544 -1.632205 3.242901 0.168 0.121 -0.041
C -0.408498 -1.919991 4.434936 -0.129 -0.220 -0.220
F -1.156017 -1.954317 5.549941 0.006 -0.041 0.184
F -1.804293 -0.790301 1.106795 -0.244 0.078 -0.068
C 2.936644 5.686941 -4.894207 0.015 0.017 -0.114
O -6.298959 0.182423 6.046071 -0.026 0.080 0.049
H -2.724224 2.925705 2.054451 0.027 -0.003 0.036
C -2.012239 3.081571 1.249274 -0.114 0.040 -0.088
H 3.516013 -5.799368 -2.688676 0.027 0.093 0.099
H -6.228923 -2.792968 -8.233128 -0.013 -0.024 -0.006
F -1.863024 -2.786348 2.775790 -0.133 -0.245 -0.060
C -1.766460 -2.706974 -3.292371 -0.181 -0.002 -0.087
C 3.419573 -5.287696 -1.726791 0.145 -0.029 -0.032
H -1.320501 -0.709822 -2.514820 -0.062 -0.169 0.069
H 2.002192 5.624105 -5.444923 -0.011 -0.038 0.037
C 2.355028 -3.224557 -0.608390 0.240 0.035 0.291
F -0.308626 -4.230071 5.014034 0.078 0.146 -0.100
H 2.967720 1.544954 -4.187818 -0.013 0.027 -0.015
H -0.489036 -3.758050 -4.333911 -0.112 -0.010 0.143
O -2.170516 5.526322 1.609553 -0.065 -0.068 -0.072
F 1.554304 -3.119486 4.970720 -0.038 -0.074 0.093
H -7.241152 0.902711 9.125669 -0.026 -0.043 0.002
H -4.567807 0.632885 5.156628 0.005 -0.016 0.007
O -0.870556 -3.803934 -3.449308 -0.032 0.092 -0.063
H 5.019402 1.551701 7.523953 0.002 0.049 0.011
H 3.329985 6.696263 -4.966728 0.016 0.005 0.024
H -6.577220 -3.336434 -9.877166 0.003 -0.001 -0.008
C 4.405819 1.870626 6.686009 0.066 -0.081 -0.025
H 3.774486 1.046612 6.367818 -0.024 0.009 -0.012
H 2.729723 5.470879 -3.845204 -0.003 0.004 0.005
H 1.868073 0.876896 -1.388922 0.101 -0.023 -0.182
O -3.561956 -3.517994 -8.359018 -0.008 -0.107 0.036
C -3.181258 -3.236870 -3.000568 -0.074 0.042 -0.121
C -5.790452 -2.974868 -9.214483 0.041 0.047 0.045
O 0.962370 0.081785 0.399362 -0.194 -0.036 0.310
S 0.745642 -1.148356 1.134813 0.488 -0.012 -0.100
O -8.313426 0.274870 6.907935 0.116 0.006 0.049
H -3.122953 -4.316961 -2.829752 0.001 0.198 0.073
C 5.331254 2.410130 5.618577 0.049 0.119 -0.037
H -3.843530 -3.066372 -3.853455 0.133 -0.050 0.127
H 3.748631 0.638243 4.413226 0.016 -0.004 0.011
H 4.967203 6.257251 -3.046519 0.001 0.025 -0.011
H 3.304918 -3.301854 -2.523434 -0.189 -0.128 0.007
C 2.215867 0.617803 -2.389578 -0.126 0.290 0.012
H -4.629184 1.147687 6.832251 -0.018 0.003 0.009
O 1.735805 -1.563416 2.100596 -0.144 0.205 0.136
H 5.207930 1.500422 -1.071838 -0.002 0.012 -0.003
C -4.186896 -0.957964 6.549472 -0.105 -0.035 0.032
O 2.866944 -6.274455 0.403267 0.082 0.012 0.926
C 2.648713 1.828242 -3.186210 0.135 -0.109 -0.058
O 0.080308 -2.001897 -1.817100 -0.221 0.350 0.117
H -5.288641 -3.238300 -5.937077 -0.019 -0.011 0.013
H 1.393421 0.105008 -2.886220 0.030 -0.019 -0.008
H -4.487147 -1.290650 7.543420 0.011 0.027 0.005
C -4.878641 0.328865 6.155752 0.047 -0.001 -0.025
C 2.558011 2.393297 3.950944 -0.033 0.069 0.032
C -7.130431 0.281088 7.109372 -0.068 -0.087 -0.076
H -4.235644 -4.144777 -10.134008 -0.007 0.013 0.004
H 3.560629 1.507621 -0.426938 -0.030 -0.013 -0.034
Si 0.609548 -2.722768 -0.483988 -0.121 -0.616 -0.439
H -3.644628 -2.762676 -2.128846 0.099 -0.073 -0.071
C 5.800164 6.038443 -5.036193 0.023 0.012 0.021
F 0.589381 -3.694201 3.123301 -0.123 -0.048 0.250
F -2.414183 -0.916907 3.737452 -0.077 -0.003 0.030
O 4.973237 2.326497 4.317753 0.042 -0.087 0.055
O 1.730556 -6.906474 -1.409624 -0.379 0.016 0.114
H -2.284800 2.454537 0.404335 0.064 -0.002 -0.014
O 5.193459 4.785717 -5.377953 -0.052 0.035 -0.071
C -1.279921 -1.748075 -2.164803 0.087 0.052 -0.199
H -5.418452 -2.026779 -9.602038 -0.011 -0.004 -0.008
H 3.767235 2.688241 7.022220 -0.007 0.001 -0.004
H 5.259541 6.864458 -5.499276 -0.014 -0.006 -0.002
H 2.589397 -3.831761 0.277959 -0.060 0.058 -0.166
H 4.418680 -5.091927 -1.324851 -0.214 -0.011 0.010
H 2.665093 3.315987 3.380023 -0.002 -0.010 -0.016
O 4.903686 -1.335896 -1.246794 0.095 0.114 -0.042
H -3.107593 -0.812262 6.548354 0.001 -0.002 0.001
H 1.758493 -4.148559 -2.533006 0.067 -0.013 0.161
H -1.927299 -1.826037 -1.284982 0.130 -0.086 -0.051
H -3.516255 4.572288 2.881681 0.000 -0.005 -0.016
C -3.516374 -3.652597 -7.021046 0.106 0.143 -0.002
H -4.431468 -1.747334 5.838732 0.027 0.003 -0.004
C -1.916529 4.506347 0.756130 0.105 0.090 0.002
C 5.938718 6.219441 -3.539741 -0.037 -0.066 0.012
H 1.165427 -7.304339 -0.724305 0.242 -0.043 -0.148
C -0.850300 -0.772571 2.055127 0.295 -0.282 0.082
H -5.411488 -4.765703 -6.818096 -0.002 0.050 -0.063
H -2.120540 4.910712 4.933565 -0.004 0.009 0.001
C 2.659212 -3.963435 -1.935740 0.248 0.123 -0.055
Br -0.746884 -4.365498 0.094907 -0.008 0.174 0.113
H 6.504995 5.391239 -3.114032 0.008 0.012 0.004
C 3.832217 1.581509 3.873677 -0.050 -0.017 -0.071
H 1.726349 1.821337 3.535507 0.011 -0.017 -0.008
H 3.479423 2.347696 -2.705703 -0.023 0.034 0.006
C 0.380937 -3.283795 4.374274 0.004 0.034 -0.236
H -1.174917 4.040097 3.720061 -0.021 -0.010 0.013
H -4.382998 -4.654158 -5.384364 -0.039 0.049 0.032
F 0.449016 -0.903020 4.545621 0.219 0.208 0.046
O 6.362088 2.961702 5.891841 -0.115 -0.060 -0.001
C -6.555093 0.331640 8.506349 -0.014 0.100 -0.027
C 3.854688 4.607596 -5.419882 0.016 -0.125 0.075
C -2.725970 5.323210 2.913779 0.008 0.006 0.045
H 4.840803 0.596292 0.398282 0.051 -0.020 -0.026
H 6.780996 5.993197 -5.506733 -0.001 -0.002 0.014
H -1.799154 -2.148889 -4.233297 0.086 -0.040 0.160
```
Forces are in eV/Å.

Computed properties:
- E_HOMO (eV) = -10.16
- spin multiplicity = 1
- lowest unoccupied orbital energy (eV) = 0.193
- frontier orbital gap (eV) = 10.349

---

Record 2
Below is 10 unconnected molecules or ions with the total composition C35H65ClFI2N10O20, with properties calculated with ωB97M-V/def2-TZVPD.

Structure (XYZ):
```
134
Properties=species:S:1:pos:R:3:forces:R:3
C -2.463617 2.828986 -1.902848 0.647 0.047 -0.009
H -2.957476 3.696864 -2.439500 0.447 -1.146 0.329
H 7.109085 -0.880352 7.382344 -0.207 0.034 -0.003
C 2.388497 -1.238367 4.244988 -0.365 -0.157 0.959
O 5.823977 2.998282 12.161886 -0.290 -0.163 -0.060
C 1.086075 -4.401739 -1.526550 -0.483 -0.227 -0.298
N 1.707130 -1.813885 -6.521867 0.033 0.015 -0.078
C 0.298967 -2.717242 0.377769 -0.139 -1.049 -1.093
H -4.744079 4.972379 -3.277438 -0.013 0.030 -0.154
H 1.690557 -0.664840 4.931510 0.963 -0.400 -0.932
N 4.731422 2.623768 11.779312 -0.041 -0.090 0.109
C 6.889455 -0.006713 -0.288776 1.230 -1.164 0.155
O 5.964684 1.087994 8.134357 -0.334 -0.051 -0.155
H -1.402759 2.179102 -3.814800 0.227 -0.172 1.088
H 4.905300 3.045755 9.738944 0.009 0.073 0.092
H -10.528854 5.833249 -6.316690 0.145 -0.022 0.093
H 0.018317 -1.382271 -1.766213 1.372 -0.079 0.447
N 9.460923 -2.202548 9.387598 0.082 -0.042 0.007
H -0.397596 4.445186 3.069987 -0.128 -0.103 0.026
H 5.546934 -1.037426 -4.312108 -0.476 0.947 -0.706
H 3.226515 2.827907 10.320717 0.118 -0.027 0.108
N 2.076037 -1.327922 -0.966514 1.174 -0.595 1.091
H -10.007293 1.658849 -4.281634 -0.010 -0.160 -0.051
H 10.217216 -0.622292 10.529889 0.018 -0.155 0.052
I -1.228954 -1.191053 0.809036 0.527 -0.653 -0.015
H 5.065952 -0.215972 -2.397924 -1.464 0.189 0.708
H 4.411484 -0.997855 -5.721993 0.663 1.181 0.955
O 4.238854 0.456998 6.986613 0.237 0.096 0.147
H 7.993359 0.119808 -0.419256 -1.762 0.301 0.221
H -6.981041 -0.700963 -1.777802 0.250 1.195 -0.530
C -1.181789 2.279885 -2.713573 -0.650 0.498 0.728
O -1.563879 -6.249843 -1.844693 -0.293 0.183 -0.083
H 4.119855 4.324664 10.727331 0.139 -0.071 -0.012
H 2.925948 -0.545771 3.539644 -0.791 -0.642 0.512
H 6.170702 -0.856787 5.856934 -0.159 -0.028 0.056
C -9.649177 5.409339 -6.796862 0.022 0.230 -0.254
C -9.548160 1.123917 -5.108758 0.176 -0.422 0.045
C 1.041741 -1.009167 -2.010529 -1.150 1.105 -1.468
H -1.422096 0.081701 -2.389059 0.815 0.904 0.543
H 3.284177 -3.622721 3.095728 -0.641 0.610 -0.747
H -5.958689 0.181883 -2.968935 -0.593 0.500 0.953
N 5.378797 0.320530 7.393908 0.064 -0.021 0.014
H 3.181947 -1.522156 -3.771843 0.102 1.292 -0.125
C 9.372707 -1.306982 10.572836 -0.221 0.218 0.131
O 2.876461 -2.153940 -6.451844 -0.512 0.005 -0.148
H -4.375255 -6.985353 -2.613576 -0.027 0.127 0.112
H -0.778291 -4.563180 -0.389778 0.609 1.179 -0.112
H -3.064328 1.190502 -0.578594 -0.507 0.279 -1.197
H -9.758564 5.417589 -7.878122 0.005 -0.132 0.116
O 5.736637 -3.375522 2.368978 -1.493 1.149 -0.950
N -8.708473 0.038448 -4.531140 -0.171 -0.090 -0.094
H 0.725444 3.097951 2.711144 -0.123 0.016 -0.092
C 5.832280 -0.564586 -0.090629 -2.422 0.007 -1.132
C 1.506870 -2.330126 3.527168 1.223 0.852 -0.514
O -6.108068 7.637685 -3.461438 -0.040 -0.299 -0.239
C -4.935512 2.178706 -1.138334 0.203 -1.405 0.528
H 1.835753 -4.847564 -0.816179 -0.722 0.549 -0.534
H 1.295929 -1.504220 -2.998671 0.069 0.598 1.376
O -6.513610 6.025968 -4.849784 0.102 0.158 0.139
H 1.615647 -3.698816 -2.232244 -0.465 -0.670 0.801
H 0.221833 -3.371599 1.288836 0.740 1.152 -0.816
H 0.066886 -2.579830 -5.473026 -0.059 0.075 -0.160
C 0.673669 -2.867360 -6.329894 0.001 -0.323 0.053
C 4.200849 3.255393 10.541878 -0.200 0.037 -0.226
C 2.385518 -3.228560 2.551141 -1.700 -0.333 -0.115
H -5.026718 0.036448 -0.566856 -0.863 0.965 -0.067
H 8.432571 -0.763054 10.531532 0.080 -0.095 -0.074
O 1.308749 -0.686000 -6.735224 0.241 -0.270 0.146
C 4.751065 -0.409943 -4.816469 -0.790 -1.007 0.825
C 6.114340 -0.891356 6.944066 0.359 -0.090 -0.017
N -0.989382 3.205493 1.493355 0.007 0.034 0.090
O 4.039229 1.780566 12.319262 0.291 0.192 -0.062
O -9.276067 -0.793617 -3.845948 0.345 0.118 -0.117
C 3.496598 -0.432609 -3.810505 0.904 -0.065 -0.632
H 0.076831 -2.910735 -7.238638 -0.036 0.116 0.120
Cl 0.673848 -3.358008 4.789551 0.458 0.588 -0.989
H 0.750713 -1.787624 2.882227 0.491 -0.814 1.085
H -0.800018 -3.199842 -1.571175 0.718 -0.634 0.914
N -5.825911 6.597906 -4.023456 -0.105 0.202 0.080
C -5.787271 0.854009 -0.794210 0.745 -0.104 -1.163
H -3.284467 -7.894761 -1.523541 0.045 0.152 -0.033
F 6.167373 -3.473941 3.673162 0.654 -0.254 0.784
H -7.497712 0.971669 -2.260436 1.002 -0.484 0.000
C -0.154395 -3.719874 -0.801265 0.397 0.037 -0.489
H -10.298974 0.653165 -5.741308 0.001 -0.016 0.134
C 4.079428 -1.875249 1.166460 -1.988 -0.199 -3.007
H -8.918311 1.778059 -5.685990 0.083 -0.430 0.166
O -0.314143 2.778254 0.570552 -0.126 0.069 0.232
C 1.721369 -2.102571 0.161187 1.257 -0.276 1.982
O -7.515856 0.054969 -4.781199 -0.388 -0.206 -0.053
C 3.393161 -0.836495 -1.147887 1.384 -0.341 2.382
C 5.179145 -2.086960 2.282128 -0.605 1.083 -0.812
H -0.387438 3.087227 -2.610427 -0.688 -1.154 -0.119
O 5.488877 -1.164177 2.967535 -0.215 -0.919 -0.188
C 3.947504 -0.025168 -2.344010 0.323 -0.712 -1.010
H -4.025120 6.575600 -2.933270 -0.140 -0.001 -0.074
C 2.699252 -2.410122 1.258081 1.861 1.079 -1.007
H 5.086598 0.631753 -5.060347 -0.223 -1.079 0.248
C 0.800246 0.580033 -2.192697 -0.985 -0.724 0.641
H -8.743434 5.933585 -6.495866 -0.110 -0.039 0.160
H -2.023045 3.282242 -0.959999 -0.853 -0.630 -1.138
H -3.938265 5.899193 -4.588788 -0.117 -0.110 0.029
O -2.167273 3.492551 1.434380 0.330 -0.159 -0.044
H -0.893609 1.090044 -0.904020 -0.097 -0.457 -1.517
O -3.119216 -4.769314 -2.130089 0.310 -0.254 0.059
H 5.553503 -1.760284 7.283051 -0.022 0.080 -0.090
H 1.171295 -3.816753 -6.149476 0.040 0.142 -0.045
N -9.523634 3.999973 -6.338991 -0.009 0.413 0.109
C -4.527668 5.961646 -3.676083 0.240 0.007 0.163
H 9.417642 -1.933658 11.461181 0.135 0.038 -0.085
I 3.919606 2.158303 -2.012941 0.100 -0.830 -0.042
C -0.756321 0.920824 -2.014241 0.782 0.709 -0.139
H -4.373264 -6.643231 -0.850117 -0.031 0.076 -0.153
O -9.392501 3.823407 -5.137288 -0.125 0.482 -0.688
H -4.938812 2.796508 -0.185953 0.299 -0.300 -1.429
N -2.731686 -5.900242 -1.911137 -0.076 -0.059 -0.036
H -6.406931 0.962152 0.136031 0.325 0.048 -1.086
H 1.754571 -4.140715 2.301564 0.903 1.022 0.166
H -5.345376 2.731145 -2.028096 0.056 -0.384 1.050
C -3.483471 1.675373 -1.519281 0.270 0.973 0.665
C -3.773847 -6.942132 -1.707777 -0.027 -0.325 0.068
H 3.183488 -1.674753 4.929869 -1.010 0.223 -0.916
H 1.135717 0.956014 -3.192957 0.026 -0.372 1.139
O 8.525849 -2.190116 8.602271 0.293 -0.125 0.087
H -3.532369 0.898157 -2.339072 -0.132 0.816 0.843
H 1.318784 1.056822 -1.315200 -0.335 -0.091 -1.255
H 2.727207 0.238633 -4.274805 0.399 -0.886 0.770
H -0.830781 2.763918 3.531252 -0.074 0.149 -0.043
H 0.683629 -5.258041 -2.147304 0.453 1.023 0.694
C -6.597478 0.332175 -2.057937 -0.165 -0.785 1.439
O -9.560646 3.131458 -7.191821 -0.015 0.218 0.215
C -0.316373 3.392458 2.806879 0.293 -0.027 0.139
O 10.459844 -2.882984 9.287068 -0.376 0.164 -0.092
C 4.401085 -1.093306 -0.067993 0.062 -0.454 1.491
```
Forces are in eV/Å.

Computed properties:
- E_HOMO (eV) = -11.84
- spin multiplicity = 1
- total charge = +1
- lowest unoccupied orbital energy (eV) = -4.547
- energy above the lowest of the compared OMol25 structures with the same formula, charge and spin (kcal per mole) = 95.1
- frontier orbital gap (eV) = 7.292